# C3H4O4S

One molecule with the formula C3H4O4S (wB97M-V/def2-TZVPD, the Open Molecules 2025 dataset).

Each line ends with the Löwdin charge.
Cartesian coordinates (Å):
S (0.474065, -2.680628, 0.450942)  0.986
O (-1.587032, -0.756062, -0.313571)  -0.124
O (-1.532386, 0.687410, -0.411326)  -0.167
O (0.595063, -0.130889, 1.227163)  -0.029
O (-0.607330, -3.514170, -0.099415)  -0.516
C (-0.191977, 0.995987, -0.785654)  -0.191
C (0.663749, 1.153535, 0.535332)  -0.078
C (0.145237, -1.169108, 0.701762)  -0.461
H (0.213312, 0.112387, -1.290873)  0.117
H (-0.188201, 1.962586, -1.377154)  0.148
H (0.220459, 1.958725, 1.182878)  0.142
H (1.795040, 1.380225, 0.179916)  0.173

Cartesian forces, eV/Å:
S 0.76 -2.40 -0.06
O 2.66 0.18 1.63
O 0.67 -0.81 0.05
O 0.79 1.11 1.54
O 0.19 0.54 0.09
C 0.19 0.83 1.22
C 0.80 1.16 -2.93
C -4.37 1.83 -2.46
H -0.05 0.54 -0.62
H 0.11 -1.24 0.57
H 0.71 -1.14 -0.37
H -2.47 -0.60 1.34

Properties
total charge	0
E	-815.57343	Eh
energy relative to the best compared isomer or geometry (same formula, charge and spin)	786.2	kJ/mol
Kohn-Sham gap (spin up / spin down)	0.315 / 0.315	Ha